Entry 1:
21
Properties=species:S:1:pos:R:3:mulliken_charge:R:1 method="wB97M-V/def2-TZVPD" gap_ev="7.84 / 7.12" de_lowest_kj_mol=343.07
C 0.2999 -2.3253 -1.7890 -0.95
C -1.5580 2.3075 0.4947 -1.16
C -0.9695 0.4740 1.7509 -1.17
C 2.3001 0.6715 -0.5381 -0.89
C -0.1402 -1.4763 -0.5713 -0.65
N -0.9917 0.9348 0.4458 0.19
P -0.4650 0.2941 -1.0052 -0.07
H -0.3636 -3.1770 -1.9600 0.31
H 0.1932 -1.5929 -2.6599 0.26
H 1.3058 -2.8091 -1.7915 0.26
H -2.0338 2.3362 1.4303 0.49
H -0.7651 2.9589 0.4512 0.37
H -2.2288 2.5421 -0.3525 0.30
H -0.4078 -0.4404 1.7140 0.35
H -0.6290 1.2217 2.4085 0.49
H -1.8769 0.0231 1.9269 0.41
H 2.8679 1.2850 -1.1991 0.30
H 2.5839 -0.3682 -0.5537 0.20
H 1.8592 1.0740 0.4596 0.17
H 0.6020 -1.2988 0.1551 0.36
H -0.9793 -1.9241 -0.0620 0.44

***

Entry 2:
20
Properties=species:S:1:pos:R:3:mulliken_spin:R:1 method="wB97M-V/def2-TZVPD" total_charge=+1 gap_ev="9.98 / 7.03" spin_multiplicity=2 s2=0.75
Cu 1.7303 0.6134 0.8768 0.68
O -0.5437 0.1380 2.1780 0.00
C -1.4272 -0.2223 1.0542 -0.01
C -0.7427 -0.3610 -0.2849 0.00
C -1.7043 -0.6092 -1.3374 0.00
C -1.1284 -0.6984 -2.6001 0.00
C 0.1606 -0.3327 -2.7696 0.00
C 0.9412 0.0689 -1.6619 -0.01
N 0.4520 0.0897 -0.4073 0.00
H -1.2091 0.0585 2.8538 0.00
H -2.3153 0.3794 0.9370 0.00
H -2.1591 -1.0873 1.2453 0.00
H -2.5917 -1.0832 -1.0154 0.00
H -1.8148 -0.8449 -3.4498 0.00
H 0.5834 -0.2173 -3.7754 0.00
H 1.8888 0.5213 -1.8416 0.00
Br 3.9222 1.0944 0.6435 0.30
O 1.8881 0.9586 2.7755 0.05
H 2.8373 0.8201 3.1516 -0.01
H 1.2325 0.7139 3.4276 0.00

***

Entry 3:
65
Properties=species:S:1:pos:R:3:mulliken_spin:R:1 method="wB97M-V/def2-TZVPD" gap_ev="6.40 / 6.23" spin_multiplicity=6 de_lowest_kj_mol=0.00 s2=8.77
Ir -0.2877 -0.3582 -0.3653 2.69
C 2.9459 3.7493 -4.8534 0.00
O 3.7403 3.7678 -3.6768 0.00
C 3.2411 3.1618 -2.5768 0.00
C 4.0680 3.2275 -1.4338 0.01
C 3.6287 2.6402 -0.2878 0.00
C 2.3852 1.9667 -0.1924 -0.06
C 1.9760 1.4422 1.0891 -0.05
C 2.8838 1.5337 2.2910 0.01
O 0.8752 0.8925 1.2617 0.04
C 1.5681 1.8899 -1.3558 0.06
O 0.4147 1.2823 -1.4485 0.05
C 2.0294 2.5154 -2.5397 0.01
H 3.5024 4.3052 -5.6014 0.00
H 1.9801 4.2287 -4.6827 0.00
H 2.7857 2.7264 -5.2000 0.00
H 5.0173 3.7403 -1.4935 0.00
H 4.2575 2.6981 0.5905 0.00
H 3.1057 2.5713 2.5458 0.00
H 3.8290 1.0252 2.0920 0.00
H 2.3907 1.0474 3.1274 0.00
H 1.3872 2.4358 -3.4035 0.00
C 4.5924 -1.6295 2.5635 0.02
C 3.3340 -1.9471 3.0636 0.00
C 2.2864 -2.1996 2.1909 0.00
C 2.4669 -2.1574 0.8036 -0.01
C 3.7393 -1.8380 0.3223 0.05
C 4.7935 -1.5727 1.1921 -0.01
Si 1.0093 -2.4071 -0.3581 0.32
C 0.0672 -3.9304 0.1963 -0.02
C 0.6707 -5.1865 0.0588 0.02
C 0.0281 -6.3426 0.4768 0.00
C -1.2368 -6.2658 1.0488 0.00
C -1.8501 -5.0312 1.1990 0.01
C -1.2023 -3.8751 0.7740 -0.06
H 5.4131 -1.4318 3.2424 0.00
H 3.1724 -1.9967 4.1341 0.00
H 1.3075 -2.4428 2.5957 -0.01
H 3.9103 -1.7903 -0.7481 0.00
H 5.7722 -1.3294 0.7965 0.00
H 1.6341 -2.7388 -1.6670 0.02
H 1.6605 -5.2624 -0.3807 0.00
H 0.5131 -7.3040 0.3585 0.00
H -1.7399 -7.1674 1.3765 0.00
H -2.8346 -4.9650 1.6470 0.00
H -1.6947 -2.9169 0.9070 0.03
C -4.8834 -1.0951 2.5891 -0.01
C -3.7643 -0.0627 2.5336 0.01
C -3.0831 0.0368 3.8937 0.00
C -4.3238 1.2981 2.1112 0.00
N -2.7953 -0.5996 1.5480 0.05
N -1.6432 0.2133 1.3470 0.04
H -5.6570 -0.7798 3.2906 0.00
H -4.4917 -2.0632 2.9038 0.00
H -5.3513 -1.2189 1.6082 0.00
H -3.8287 0.2326 4.6658 0.00
H -2.3567 0.8514 3.9334 0.00
H -2.5775 -0.9000 4.1366 0.00
H -5.0920 1.6329 2.8105 0.00
H -4.7762 1.2399 1.1178 0.00
H -3.5519 2.0718 2.0952 0.00
H -3.2391 -0.6752 0.6373 0.02
H -1.0346 0.1411 2.1543 -0.01
H -1.8682 1.1996 1.2176 0.00
Te -2.1343 -0.6720 -2.1479 1.75

***

Entry 4:
9
Properties=species:S:1:pos:R:3:mulliken_charge:R:1 method="wB97M-V/def2-TZVPD" gap_ev="7.49 / 7.36" de_lowest_kj_mol=416.43
C -0.1253 -0.2524 0.3411 -0.02
C -0.9613 1.4077 -1.6641 -0.64
P -0.9657 -0.7426 1.6978 -0.02
S 0.1927 1.0938 -0.4792 0.08
H 2.5493 -1.1402 1.1540 -0.09
H -2.0129 0.9737 -1.4279 0.26
H 2.6347 -1.6527 0.6281 0.09
H -0.7630 2.3394 -2.0474 0.32
H -0.5484 -2.0267 1.7976 0.02

***

Entry 5:
78
Properties=species:S:1:pos:R:3:mulliken_spin:R:1 method="wB97M-V/def2-TZVPD" total_charge=+1 gap_ev="4.97 / 5.02" spin_multiplicity=2 de_lowest_kj_mol=342.93 s2=0.77
Ir -0.1445 -0.0257 0.1787 0.55
N -0.3379 -0.4036 2.4389 0.02
N 0.5934 0.4333 3.0789 0.01
C 1.1246 1.5249 2.3652 0.02
O 1.6952 2.4009 2.9664 0.02
O 0.9947 1.4445 1.0672 0.11
H -1.2864 -0.2169 2.7480 0.00
H -0.1196 -1.3733 2.6516 0.00
H 0.4354 0.6159 4.0597 0.00
C -3.4478 4.3795 -0.9296 0.00
C -3.6019 3.5290 0.3051 0.00
C -4.5753 3.9168 1.2244 0.00
C -4.8268 3.2020 2.3835 0.00
C -4.1035 2.0508 2.6512 0.00
C -3.1268 1.6555 1.7565 0.01
C -2.8508 2.3787 0.5952 -0.01
P -1.5953 1.6715 -0.5041 0.10
C -0.5516 3.0066 -1.1303 -0.01
C -0.3711 4.0965 -0.2778 0.01
C 0.5597 5.0782 -0.5659 0.00
C 1.3253 4.9702 -1.7149 0.00
C 1.1706 3.8747 -2.5493 0.00
C 0.2520 2.8662 -2.2761 0.00
C 0.2035 1.6737 -3.1990 0.00
C -2.4654 0.7605 -1.8022 -0.03
C -3.0933 1.2773 -2.9300 -0.01
C -3.5872 0.4119 -3.8937 0.02
C -3.4473 -0.9636 -3.7308 0.00
C -2.8601 -1.4799 -2.5854 0.02
C -2.3937 -0.6211 -1.5952 0.01
C -1.8587 -1.0981 -0.2727 0.10
H -4.4307 4.6740 -1.2957 0.00
H -2.9150 3.8834 -1.7345 0.00
H -2.8929 5.2913 -0.7011 0.00
H -5.1573 4.8055 1.0116 0.00
H -5.5946 3.5374 3.0678 0.00
H -4.3008 1.4676 3.5406 0.00
H -2.5746 0.7476 1.9434 0.00
H -0.9540 4.1713 0.6321 0.00
H 0.6945 5.9105 0.1115 0.00
H 2.0579 5.7293 -1.9554 0.00
H 1.7897 3.7865 -3.4338 0.00
H 1.0440 1.7048 -3.8904 0.00
H -0.7137 1.6368 -3.7854 0.00
H 0.2670 0.7299 -2.6491 0.00
H -3.1637 2.3447 -3.0892 0.00
H -4.0598 0.8089 -4.7820 0.00
H -3.8092 -1.6361 -4.4973 0.00
H -2.7935 -2.5524 -2.4444 0.00
H -1.6831 -2.1756 -0.2421 0.02
H -2.6190 -0.8877 0.4853 0.01
C 2.5695 -4.1257 0.2783 0.00
C 2.6673 -3.2040 1.3104 0.00
C 1.8978 -2.0627 1.2591 -0.01
N 1.0429 -1.8191 0.2498 0.00
C 0.9610 -2.7024 -0.7518 0.01
C 1.7051 -3.8657 -0.7709 0.01
H 3.1780 -5.0183 0.2834 0.00
H 3.3561 -3.3502 2.1294 0.00
H 1.9859 -1.2968 2.0210 0.01
H 0.2871 -2.4547 -1.5627 0.00
H 1.6142 -4.5442 -1.6067 0.00
O 5.2620 -3.2657 0.2720 0.00
S 5.7364 -1.9647 -0.1059 0.00
O 7.0394 -1.8129 -0.6597 0.00
N 4.5879 -1.2695 -1.1308 0.00
C 4.0354 -0.2787 -0.5449 -0.01
S 2.8118 0.6611 -1.3258 0.03
C 4.4955 0.0688 0.8273 0.01
C 4.0997 1.1116 1.6470 0.01
C 4.6874 1.2052 2.9029 0.00
C 5.6568 0.2911 3.3063 0.00
C 6.0730 -0.7392 2.4647 0.00
C 5.4694 -0.8227 1.2287 0.00
H 3.3716 1.8433 1.3204 0.00
H 4.3912 2.0096 3.5627 0.00
H 6.1094 0.3918 4.2838 0.00
H 6.8436 -1.4362 2.7653 0.00

***

Entry 6:
14
Properties=species:S:1:pos:R:3:mulliken_charge:R:1 method="wB97M-V/def2-TZVPD" gap_ev=7.97 de_lowest_kj_mol=449.98
C 0.6583 1.0114 1.3245 -0.90
N 0.0118 0.2739 0.2835 0.18
C -0.8784 0.7122 -0.5963 -0.40
C -1.0345 -0.3886 -1.5530 -0.28
C -0.5113 -1.6213 -0.9602 -0.88
C 0.1943 -1.0876 0.0777 0.39
O 1.0843 -1.6773 0.9180 -0.49
H 1.7229 1.2116 1.2459 0.30
H 0.5155 0.4253 2.2034 0.34
H 0.1754 1.9551 1.4603 0.35
H -1.1138 1.7337 -0.7120 0.42
H -1.8421 -0.4504 -2.2886 0.43
H -0.1374 0.4674 -1.9391 0.18
H 1.1550 -2.5654 0.5358 0.35

***

Please write out number 1 again, unchanged.
21
Properties=species:S:1:pos:R:3:mulliken_charge:R:1 method="wB97M-V/def2-TZVPD" gap_ev="7.84 / 7.12" de_lowest_kj_mol=343.07
C 0.2999 -2.3253 -1.7890 -0.95
C -1.5580 2.3075 0.4947 -1.16
C -0.9695 0.4740 1.7509 -1.17
C 2.3001 0.6715 -0.5381 -0.89
C -0.1402 -1.4763 -0.5713 -0.65
N -0.9917 0.9348 0.4458 0.19
P -0.4650 0.2941 -1.0052 -0.07
H -0.3636 -3.1770 -1.9600 0.31
H 0.1932 -1.5929 -2.6599 0.26
H 1.3058 -2.8091 -1.7915 0.26
H -2.0338 2.3362 1.4303 0.49
H -0.7651 2.9589 0.4512 0.37
H -2.2288 2.5421 -0.3525 0.30
H -0.4078 -0.4404 1.7140 0.35
H -0.6290 1.2217 2.4085 0.49
H -1.8769 0.0231 1.9269 0.41
H 2.8679 1.2850 -1.1991 0.30
H 2.5839 -0.3682 -0.5537 0.20
H 1.8592 1.0740 0.4596 0.17
H 0.6020 -1.2988 0.1551 0.36
H -0.9793 -1.9241 -0.0620 0.44